a | DFT (wB97M-V/def2-TZVPD) results for a single C5H6O molecule.

```
! RIJCOSX wB97M-V def2-TZVPD def2/J DEFGRID3
* xyz 0 1
H -1.35 -1.29 -1.69
C 2.33 0.03 1.11
C 1.15 -0.28 0.30
O -1.50 0.82 -1.60
H -2.05 0.86 0.46
H -3.26 0.06 -0.68
C -2.23 0.34 -0.48
C -1.12 -0.44 -1.05
C 0.14 -0.45 -0.34
H 3.23 0.07 0.49
H 2.20 1.00 1.58
H 2.48 -0.71 1.90
*
```

Structure (SMILES) = CC#C[C@H]1CO1
Kohn-Sham gap = 10.52 eV

***

b | DFT (wB97M-V/def2-TZVPD) results for a single C5H6O molecule.

```
! RIJCOSX wB97M-V def2-TZVPD def2/J DEFGRID3
* xyz 0 1
H 2.25 -0.71 1.00
H -0.53 1.86 0.04
H 1.16 0.22 2.04
C -0.67 0.83 -0.18
C -1.74 0.33 -0.84
C 1.52 0.10 1.01
H -2.65 0.90 -1.01
C 0.00 -1.22 -0.70
H 2.01 1.02 0.71
C 0.35 -0.16 0.07
H -0.08 -2.24 -0.90
O -1.61 -0.92 -1.24
*
```

Structure (SMILES) = Cc1ccoc1
Kohn-Sham gap = 9.51 eV

***

Energy ordering: b at the bottom, the next structure 16.3 kcal/mol above.

***

a | DFT (wB97M-V/def2-TZVPD) results for a single C5H6O molecule.

```
! RIJCOSX wB97M-V def2-TZVPD def2/J DEFGRID3
* xyz 0 1
H 1.43 2.28 0.66
C 0.48 -0.44 -0.91
H 0.00 -1.28 2.05
H -1.34 -1.00 -0.74
H 0.59 -0.85 -1.96
C -0.65 -0.74 1.20
H 0.03 2.68 -0.44
C -0.53 -1.32 -0.17
C 0.69 0.78 -0.63
C 0.77 1.92 -0.06
O -1.20 0.30 1.34
H -0.27 -2.33 -0.35
*
```

Structure (SMILES) = C=C=CCC=O
Kohn-Sham gap = 10.47 eV

***

b | DFT (wB97M-V/def2-TZVPD) results for a single C5H6O molecule.

```
! RIJCOSX wB97M-V def2-TZVPD def2/J DEFGRID3
* xyz 0 1
C -0.53 -1.35 0.65
C 0.70 1.15 -0.08
H -0.86 -2.36 0.43
H -2.20 -0.32 -0.15
H 0.43 -1.24 1.16
H -1.01 1.87 0.97
C -1.21 -0.25 0.30
C -0.53 1.05 0.43
H 0.36 -0.29 -1.67
C 1.17 0.08 -1.02
O 2.31 -0.33 -1.12
H 1.37 1.99 0.10
*
```

Structure (SMILES) = C=C/C=C\C=O
Kohn-Sham gap = 9.98 eV

***

Energy ordering: b at the bottom, the next structure 31.5 kcal/mol above.

***

a | DFT (wB97M-V/def2-TZVPD) results for a single C5H6O molecule.

```
! RIJCOSX wB97M-V def2-TZVPD def2/J DEFGRID3
* xyz 0 1
H 0.01 -2.12 0.13
H -2.69 -0.21 1.05
O 1.48 -0.71 0.00
H -0.04 2.21 0.10
C 1.46 0.64 0.00
C 0.21 1.14 0.02
H -2.55 -0.68 -0.79
H 2.46 1.13 -0.05
C -2.19 0.02 0.01
C -0.70 -0.03 -0.03
H -2.48 1.05 -0.38
C 0.14 -1.06 0.00
*
```

Structure (SMILES) = Cc1ccoc1
Kohn-Sham gap = 9.87 eV

***

b | DFT (wB97M-V/def2-TZVPD) results for a single C5H6O molecule.

```
! RIJCOSX wB97M-V def2-TZVPD def2/J DEFGRID3
* xyz 0 1
H 2.18 -0.88 1.22
H -2.57 0.41 -0.37
H 0.75 -1.83 0.76
C -0.44 0.11 -0.91
H 0.57 -0.40 1.79
O -0.93 1.36 -1.35
C 1.12 -0.82 0.94
C 1.97 0.68 -0.74
H -1.36 1.27 0.73
H -0.68 -0.72 -1.57
C -1.55 0.77 -0.22
C 0.92 0.05 -0.29
*
```

Kohn-Sham gap = 9.74 eV

***

c | DFT (wB97M-V/def2-TZVPD) results for a single C5H6O molecule.

```
! RIJCOSX wB97M-V def2-TZVPD def2/J DEFGRID3
* xyz 0 1
C -1.21 -0.83 0.18
H -1.97 -1.53 0.48
C 0.02 1.37 0.41
H -0.58 2.26 0.61
C 1.78 -1.14 -1.23
H 0.98 1.49 0.92
H -1.12 0.22 1.93
C 0.58 -1.13 -1.18
O -0.73 -1.12 -1.11
C -0.78 0.20 0.90
H 2.84 -1.11 -1.25
H 0.20 1.33 -0.67
*
```

Structure (SMILES) = C#CO/C=C\C
Kohn-Sham gap = 10.15 eV

***

Energy ordering: a at the bottom, the next structure 55.8 kcal/mol above.

***

a | DFT (wB97M-V/def2-TZVPD) results for an isolated ion of composition C4H10NO and charge +1.

```
! RIJCOSX wB97M-V def2-TZVPD def2/J DEFGRID3
* xyz 1 1
C -0.08 0.38 0.12
H -2.84 -0.71 -0.62
O -2.42 -0.63 0.19
H -0.32 -1.53 0.59
H 2.30 -1.43 1.04
C 0.69 1.50 -0.34
H 0.29 2.34 0.24
C -1.65 0.54 0.24
H 1.67 -2.57 -0.26
H 1.69 1.37 -0.24
H 0.38 1.68 -1.42
N 0.30 -0.83 0.17
H -1.76 0.95 1.23
C 1.71 -1.47 0.10
H -2.13 1.23 -0.47
H 2.17 -0.83 -0.57
*
```

Structure (SMILES) = C/[NH+]=C(\C)CO
Kohn-Sham gap = 11.32 eV

***

b | DFT (wB97M-V/def2-TZVPD) results for C4H10NO as an isolated structure.

```
! RIJCOSX wB97M-V def2-TZVPD def2/J DEFGRID3
* xyz 1 1
H -0.58 -2.14 0.61
H 0.53 -1.06 -1.85
C 1.55 -0.68 -0.13
H -2.41 0.85 0.17
H 0.71 0.59 -1.58
H -1.34 -2.34 -0.98
C -0.82 -0.33 -0.48
O 2.44 0.25 -0.14
H 3.15 0.11 0.51
C -1.44 0.82 -0.29
H -2.26 -1.64 0.35
H 1.37 1.93 1.42
H -1.04 1.78 -0.59
N 0.52 -0.32 -1.14
C -1.27 -1.69 -0.10
H 0.65 1.82 1.70
*
```

Kohn-Sham gap = 10.11 eV

***

c | DFT (wB97M-V/def2-TZVPD) results for a 2-piece molecular cluster, C4H10NO overall.

```
! RIJCOSX wB97M-V def2-TZVPD def2/J DEFGRID3
* xyz 1 1
H 2.15 2.21 0.27
O 0.14 2.00 0.69
H 1.31 -1.10 0.23
H 0.11 -3.01 0.46
N -0.42 -2.16 0.28
C 0.23 -1.07 0.17
H 0.37 2.48 1.50
H -2.31 -1.44 -0.25
H 1.90 1.71 -2.09
H -0.29 -0.15 -0.03
C 1.19 2.02 -0.18
H -2.13 -3.21 -0.26
H 0.05 1.51 -1.87
C 1.03 1.69 -1.45
H -2.22 -2.37 1.30
C -1.88 -2.30 0.27
*
```

Kohn-Sham gap = 7.95 eV

***

Energy ordering: a at the bottom, the next structure 10.0 kcal/mol above.

***

a | DFT (wB97M-V/def2-TZVPD) results for a single C5H8S molecule.

```
! RIJCOSX wB97M-V def2-TZVPD def2/J DEFGRID3
* xyz 0 1
C -0.69 -1.97 -0.30
C 0.78 1.62 -0.10
C -0.31 1.28 0.75
H 0.84 -1.52 -1.06
H 0.71 1.54 -1.42
H -0.40 -0.14 -1.45
C 0.61 0.15 0.37
H 1.00 -0.47 1.35
H -1.35 1.23 0.45
H -0.30 1.68 1.73
H 1.54 2.30 0.26
S -2.41 -1.93 0.06
C 0.07 -0.88 -0.74
H -0.08 -2.88 0.11
*
```

Structure (SMILES) = S=CCC1CC1
Kohn-Sham gap = 7.98 eV

***

b | DFT (wB97M-V/def2-TZVPD) results for a single C5H8S molecule.

```
! RIJCOSX wB97M-V def2-TZVPD def2/J DEFGRID3
* xyz 0 1
H 0.07 1.66 -1.39
H -2.20 -1.32 0.69
H 2.28 -0.60 0.38
C 0.95 1.15 0.50
S 0.30 -1.25 -0.05
C -0.30 1.46 -0.27
H 0.58 0.67 1.53
H -0.93 2.43 -0.03
H -3.21 0.49 -0.22
H 1.74 1.78 0.55
C 1.65 -0.11 -0.14
C -2.14 -0.20 0.20
C -0.98 0.16 -0.22
H 1.88 0.05 -1.20
*
```

Structure (SMILES) = C=C1CCCS1
Kohn-Sham gap = 9.11 eV

***

c | DFT (wB97M-V/def2-TZVPD) results for C5H8S as an isolated structure.

```
! RIJCOSX wB97M-V def2-TZVPD def2/J DEFGRID3
* xyz 0 1
C -1.45 -0.49 -0.30
H 0.59 2.14 -0.67
H 0.03 0.80 -2.06
C 0.29 0.12 1.26
H 1.86 -0.89 0.21
S 0.90 -1.69 -0.37
C 0.69 0.93 -1.09
H -0.49 0.78 1.46
H 1.31 0.73 1.41
C 0.00 -0.10 -0.15
H -3.54 -1.04 -0.01
C -2.61 -0.81 -0.35
H 1.95 0.40 -1.05
H 0.46 -0.88 1.72
*
```

Kohn-Sham gap = 9.75 eV

***

d | DFT (wB97M-V/def2-TZVPD) results for a 2-piece molecular cluster, C5H8S overall.

```
! RIJCOSX wB97M-V def2-TZVPD def2/J DEFGRID3
* xyz 0 1
H 2.15 0.46 -1.29
C 0.60 -1.07 -1.40
H -1.32 1.49 -0.77
H -2.65 0.46 2.32
C 1.65 -0.21 -0.69
H 1.01 -1.80 -2.03
H 2.34 -0.99 -0.51
H 1.40 1.15 1.19
S -0.71 0.28 0.21
C -1.89 1.23 2.17
H -1.10 0.84 2.86
C -0.70 -0.84 -1.18
H -1.68 -1.32 -1.38
C 0.92 0.33 0.50
*
```

Kohn-Sham gap = 7.25 eV

***

Energy ordering: b at the bottom, the next structure 12.6 kcal/mol above.

***

a | DFT (wB97M-V/def2-TZVPD) results for a 2-piece molecular cluster, C6H17N3 overall.

```
! RIJCOSX wB97M-V def2-TZVPD def2/J DEFGRID3
* xyz 0 1
H -0.34 1.26 -2.08
H 1.87 -0.48 0.35
C 0.30 -0.59 -1.13
H -0.77 2.54 0.36
N -1.26 2.02 1.09
H 0.94 1.47 -0.87
H 0.89 2.59 2.20
H -1.91 -1.83 1.85
C -0.42 1.13 1.76
H -0.35 -2.50 -1.91
H -0.09 -0.65 2.53
H 0.65 -1.59 -3.03
H -0.57 -0.64 -0.34
H 1.38 1.02 2.74
H -2.05 1.54 0.68
N 0.87 1.59 2.08
H 2.37 -1.25 -1.17
C -0.13 -1.50 -2.27
H -1.02 -1.11 -2.77
C 1.55 -1.14 -0.45
H 1.35 -2.12 -0.02
H 1.32 0.81 -2.44
H -2.64 -0.39 1.12
N -0.78 -0.12 2.02
C 0.56 0.82 -1.66
C -1.71 -0.89 1.35
*
```

Kohn-Sham gap = 6.40 eV

***

b | DFT (wB97M-V/def2-TZVPD) results for a single C6H17N3 molecule.

```
! RIJCOSX wB97M-V def2-TZVPD def2/J DEFGRID3
* xyz 0 1
C -0.53 0.44 0.01
H 0.09 -0.95 1.26
H -1.40 0.66 -0.63
H -1.12 -2.15 3.14
C -1.72 -1.25 2.96
H 2.05 -1.10 -0.13
N -0.26 1.42 0.99
H 1.62 1.66 -2.66
C 2.08 -0.07 -0.48
N -1.95 -0.97 1.55
H 0.27 -1.73 -1.77
H -0.87 1.25 1.80
H -0.34 2.37 0.64
C 0.40 -0.77 -2.24
H -0.07 1.97 -2.27
H 2.21 0.59 0.37
C 0.89 1.66 -1.85
H 1.17 -0.85 -3.02
N -0.57 -0.86 0.49
H -2.49 -1.73 1.16
H 2.94 0.05 -1.14
H -2.66 -1.43 3.49
H -1.20 -0.39 3.40
H 1.20 2.41 -1.11
C 0.81 0.28 -1.23
H -0.54 -0.49 -2.73
*
```

Structure (SMILES) = CNN[C@@H](N)C(C)(C)C
Kohn-Sham gap = 9.44 eV

***

Energy ordering: a at the bottom, the next structure 4.3 kcal/mol above.

***

a | DFT (wB97M-V/def2-TZVPD) results for a 2-piece molecular cluster, C4H12S2 overall.

```
! RIJCOSX wB97M-V def2-TZVPD def2/J DEFGRID3
* xyz 0 1
H -2.95 -1.67 0.79
H -3.32 0.37 1.91
H -2.05 2.56 1.19
C 0.77 0.40 -2.24
H 2.89 1.33 -0.57
C 1.41 -0.47 -1.17
H -1.00 1.48 0.24
H -2.72 1.59 -0.17
S 3.05 0.00 -0.54
H -1.75 0.69 2.60
H -0.18 -0.09 -2.49
S -1.78 -1.16 1.12
H 1.40 0.50 -3.13
C -2.27 0.51 1.67
H 0.60 1.41 -1.87
C -2.00 1.61 0.64
H 1.47 -1.48 -1.55
H 0.85 -0.51 -0.24
*
```

Structure (SMILES) = CCS.CCS
Kohn-Sham gap = 9.55 eV

***

b | DFT (wB97M-V/def2-TZVPD) results for a 2-piece molecular cluster, C4H12S2 overall.

```
! RIJCOSX wB97M-V def2-TZVPD def2/J DEFGRID3
* xyz 0 1
H 1.51 0.51 -0.81
H 2.29 1.27 0.65
H -4.11 0.20 -0.36
H -4.88 -1.25 -0.91
H -0.76 -0.73 0.52
H 3.88 0.43 -1.85
C 2.41 0.61 -0.21
S -2.96 -1.75 0.47
H -2.03 0.52 0.34
H 3.76 -0.95 1.04
C -4.39 -0.81 -0.05
H -5.12 -0.72 0.76
H 3.40 2.10 -1.37
C -1.74 -0.43 0.82
H -1.86 -0.25 1.88
H 4.43 1.25 -0.33
C 3.61 1.08 -1.03
S 2.57 -1.09 0.44
*
```

Structure (SMILES) = CCS.CSC
Kohn-Sham gap = 9.27 eV

***

Energy ordering: a at the bottom, the next structure 3.9 kcal/mol above.

***

a | DFT (wB97M-V/def2-TZVPD) results for a single C4H8N4O molecule.

```
! RIJCOSX wB97M-V def2-TZVPD def2/J DEFGRID3
* xyz 0 1
C -0.63 0.16 0.74
C -2.60 0.48 -0.60
O -1.45 -0.32 -0.37
H 0.21 -1.31 1.27
H 1.52 -2.67 -0.51
N 2.03 -1.84 -0.32
N 0.55 -0.61 0.89
N 1.68 2.80 0.10
H -3.09 0.40 0.30
C 1.87 1.71 -0.24
H -1.03 0.25 1.61
H -2.23 1.56 -0.73
H -0.34 1.28 0.78
H 2.83 -1.78 -0.98
N 2.03 0.42 -0.62
H -2.90 0.09 -1.33
C 1.54 -0.60 0.02
*
```

Structure (SMILES) = COCN/C(N)=N\C#N
Kohn-Sham gap = 10.02 eV

***

b | DFT (wB97M-V/def2-TZVPD) results for a 3-piece molecular cluster, C4H8N4O overall.

```
! RIJCOSX wB97M-V def2-TZVPD def2/J DEFGRID3
* xyz 0 1
N -3.67 -0.99 -0.47
N -1.45 1.60 -0.53
H 1.92 -0.41 1.87
H 0.74 1.78 0.77
N -1.44 -0.70 0.65
C -0.86 0.58 0.45
H 0.49 -1.22 1.41
N 0.29 0.80 0.86
H 0.71 -0.67 -1.30
H 1.44 -2.40 -0.47
H -1.05 2.67 -0.57
O 2.85 -0.14 -0.70
C -2.63 -0.87 -0.07
H 2.41 -0.24 -2.00
H -2.42 1.65 -0.55
C 1.10 -0.48 0.96
C 1.57 -0.96 -0.34
*
```

Kohn-Sham gap = 8.82 eV

***

c | DFT (wB97M-V/def2-TZVPD) results for a single C4H8N4O molecule.

```
! RIJCOSX wB97M-V def2-TZVPD def2/J DEFGRID3
* xyz 0 1
C 0.75 -1.09 0.63
N 0.72 1.14 1.48
N 0.83 -0.24 1.68
N 1.36 -1.23 -1.82
H 2.42 -0.82 -2.08
H 0.61 -2.15 0.69
H -0.97 -0.06 -2.14
H 0.89 1.82 2.17
H -1.21 -1.84 -1.27
C 0.54 -0.64 -0.75
H 0.72 -1.12 -2.68
N -1.38 1.20 0.11
C -0.29 1.62 0.64
H 0.88 0.57 -0.72
C -0.99 -0.69 -1.18
H -0.30 2.69 0.75
O -1.72 -0.06 -0.12
*
```

Structure (SMILES) = N[C@@H]1/C=N\N/C=N\OC1
Kohn-Sham gap = 9.32 eV

***

d | DFT (wB97M-V/def2-TZVPD) results for C4H8N4O as an isolated structure.

```
! RIJCOSX wB97M-V def2-TZVPD def2/J DEFGRID3
* xyz 0 1
H -0.39 1.60 -1.21
C -1.60 -1.04 -0.51
N -1.69 0.14 -0.94
N 2.65 0.00 0.05
C 0.51 0.13 -0.18
H -0.06 2.21 1.55
H -1.89 2.65 1.06
H 3.68 -0.04 -0.26
H 2.63 -1.01 0.65
N 1.64 0.52 -0.82
H -2.26 -2.05 -0.63
H -0.67 -2.33 0.91
H -1.88 0.77 1.48
C -1.07 1.75 0.94
C -0.58 0.90 -0.45
N -0.80 -1.38 0.56
O 0.58 -0.90 0.72
*
```

Kohn-Sham gap = 8.72 eV

***

Energy ordering: a at the bottom, the next structure 50.5 kcal/mol above.

***

a | DFT (wB97M-V/def2-TZVPD) results for C4H8N4O as an isolated structure.

```
! RIJCOSX wB97M-V def2-TZVPD def2/J DEFGRID3
* xyz 0 1
H -1.29 -1.57 -2.04
N -0.69 -0.67 -2.72
H -1.67 -0.21 -2.87
C -0.06 -0.59 1.88
C -0.05 1.57 0.70
N -0.92 -1.40 1.33
H 0.37 -0.83 2.95
H 0.66 2.03 1.42
N 0.03 0.34 -1.76
C 0.69 0.18 0.68
H -1.20 1.16 1.56
C 0.02 -0.44 -0.53
H -0.31 2.12 -0.54
H 1.28 -0.07 -2.09
H 2.07 -0.82 1.33
O 2.07 0.21 0.79
N -0.99 -1.01 -0.08
*
```

Kohn-Sham gap = 9.64 eV

***

b | DFT (wB97M-V/def2-TZVPD) results for a single C4H8N4O molecule.

```
! RIJCOSX wB97M-V def2-TZVPD def2/J DEFGRID3
* xyz 0 1
H -2.89 0.91 -0.81
H 0.94 -1.34 -0.77
H 2.03 -1.80 0.55
H 0.83 -0.42 1.88
C -2.54 -1.04 0.09
N 0.16 1.02 0.40
H 3.12 -0.97 -1.52
O 2.79 -0.37 -0.78
C -1.08 0.64 0.03
N -1.96 1.31 -0.62
C 1.12 0.07 0.90
N -1.31 -0.64 0.38
H 0.58 1.74 -0.13
C 1.75 -0.92 -0.12
H -1.82 2.37 -0.49
N -3.67 -1.24 -0.26
H 1.96 0.69 1.26
*
```

Structure (SMILES) = N#C/N=C(\N)NCCO
Kohn-Sham gap = 9.37 eV

***

Energy ordering: b at the bottom, the next structure 213.6 kcal/mol above.

***

a | DFT (wB97M-V/def2-TZVPD) results for C4H4N2O2 as an isolated structure.

```
! RIJCOSX wB97M-V def2-TZVPD def2/J DEFGRID3
* xyz 0 1
N 1.81 0.21 0.34
C 0.60 0.11 0.28
H -2.16 -1.90 -0.87
H 2.59 2.08 0.57
H -2.07 -0.90 0.91
C -0.19 -1.07 -0.17
C 1.76 1.55 0.46
N 0.68 2.18 0.25
O -0.07 1.17 0.13
O 0.39 -2.12 -0.60
H -1.66 -0.34 -1.07
C -1.68 -0.98 -0.22
*
```

Kohn-Sham gap = 10.11 eV

***

b | DFT (wB97M-V/def2-TZVPD) results for a single C4H4N2O2 molecule.

```
! RIJCOSX wB97M-V def2-TZVPD def2/J DEFGRID3
* xyz 0 1
C -1.51 -0.15 0.05
N 0.66 -1.08 -0.20
H 1.12 2.23 0.11
O -2.72 0.05 0.46
C -0.72 1.11 -0.38
N 1.21 0.07 0.03
H -0.86 -2.32 -0.65
C -0.64 -1.27 -0.26
O 2.58 0.02 0.34
C 0.60 1.22 -0.17
H -1.12 2.24 -0.53
H 2.52 -1.08 0.40
*
```

Structure (SMILES) = O=c1ccn(O)nc1
Kohn-Sham gap = 8.92 eV

***

Energy ordering: a at the bottom, the next structure 8.5 kcal/mol above.

***

a | DFT (wB97M-V/def2-TZVPD) results for C4H4N2O2 as an isolated structure.

```
! RIJCOSX wB97M-V def2-TZVPD def2/J DEFGRID3
* xyz 0 1
O 0.15 2.00 0.24
C -0.19 -0.22 -0.01
C 1.57 -1.24 0.12
H 0.37 2.08 1.31
H 2.14 -2.14 0.51
C 1.88 0.06 -0.24
N 0.69 0.66 -0.26
H 2.73 0.88 -0.86
C -1.64 0.21 -0.11
O -2.58 -0.66 -0.03
N 0.25 -1.45 0.18
H -2.10 1.18 -0.60
*
```

Kohn-Sham gap = 8.69 eV

***

b | DFT (wB97M-V/def2-TZVPD) results for a single C4H4N2O2 molecule.

```
! RIJCOSX wB97M-V def2-TZVPD def2/J DEFGRID3
* xyz 0 1
H -3.28 -0.97 -0.11
H 2.83 -0.19 -0.82
O 1.89 -1.14 0.97
O -2.11 0.71 0.12
N 2.03 0.45 -0.53
N -0.79 1.00 0.23
H -0.83 -2.28 -0.03
H 1.93 1.46 -0.64
C -0.16 -0.15 0.29
C -2.27 -0.62 0.06
C -1.06 -1.23 0.10
C 1.33 -0.19 0.42
*
```

Structure (SMILES) = NC(=O)c1ccon1
Kohn-Sham gap = 10.81 eV

***

Energy ordering: b at the bottom, the next structure 95.8 kcal/mol above.

***

a | DFT (wB97M-V/def2-TZVPD) results for C4H4N2O2 as an isolated structure.

```
! RIJCOSX wB97M-V def2-TZVPD def2/J DEFGRID3
* xyz 0 1
O -2.30 0.23 -0.62
N -0.48 -1.20 -1.74
N 2.26 -0.10 0.36
C -0.32 0.52 0.04
C -1.05 -0.31 -0.88
H -1.84 1.91 0.83
O 0.88 -1.11 -1.10
C -1.60 0.78 0.63
C 0.94 -0.06 -0.11
H -1.93 0.28 1.51
H 2.67 -0.12 1.30
H 2.77 -0.83 -0.21
*
```

Kohn-Sham gap = 9.53 eV

***

b | DFT (wB97M-V/def2-TZVPD) results for a single C4H4N2O2 molecule.

```
! RIJCOSX wB97M-V def2-TZVPD def2/J DEFGRID3
* xyz 0 1
H -0.42 -2.34 -0.71
O -1.52 -1.12 0.86
N -1.90 1.31 -0.66
H -1.89 -0.12 0.34
C 0.54 0.80 0.31
C -0.70 1.39 -0.15
H 2.58 0.73 0.47
N -0.54 -1.23 -0.23
C 1.79 1.33 0.39
H 1.68 2.36 0.56
O 1.72 -1.21 -0.48
C 0.63 -0.62 -0.13
*
```

Structure (SMILES) = C=C(C#N)C(=O)NO
Kohn-Sham gap = 8.58 eV

***

Energy ordering: a at the bottom, the next structure 28.8 kcal/mol above.